Density functional theory data (ωB97M-V with the def2-TZVPD basis set) for C19H10N5O4PtS as an isolated structure at a distorted geometry.

Geometry as XYZ:
```
40
Properties=species:S:1:pos:R:3:forces:R:3:lowdin_spin:R:1
Pt 0.024 -0.042 0.149 -0.338 0.586 0.250 1.41
S 3.105 -5.378 -4.398 -0.418 0.725 0.649 0.00
N 1.627 -5.238 -3.781 -0.701 -0.311 0.034 0.00
C 1.554 -4.122 -3.069 1.083 -0.275 -0.599 0.00
C 0.407 -3.624 -2.370 -0.436 0.572 0.528 0.00
C -0.836 -4.268 -2.327 0.016 0.244 0.180 0.01
C -1.865 -3.690 -1.613 0.217 -0.007 -0.099 0.00
C -1.638 -2.485 -0.954 -0.278 -0.109 0.023 0.02
N -0.467 -1.870 -0.982 0.255 0.419 0.149 0.09
C 0.555 -2.405 -1.677 -0.494 -0.806 -0.295 0.01
C 1.806 -1.683 -1.677 0.948 0.024 -0.295 0.01
N 1.853 -0.530 -0.982 -0.491 -0.012 0.150 0.09
C 2.971 0.176 -0.954 0.236 0.189 0.023 0.02
C 4.129 -0.230 -1.613 -0.106 -0.194 -0.100 0.00
C 4.114 -1.410 -2.327 -0.219 0.108 0.180 0.01
C 2.935 -2.164 -2.370 -0.279 0.669 0.530 0.00
C 2.792 -3.407 -3.069 -0.302 -1.081 -0.602 0.00
N 3.722 -4.028 -3.781 0.619 0.451 0.034 0.00
H -0.968 -5.205 -2.843 0.005 -0.125 -0.095 0.00
H -2.837 -4.155 -1.552 -0.047 -0.010 -0.003 0.00
H -2.430 -2.008 -0.391 0.055 0.031 0.026 0.00
H 2.954 1.100 -0.390 -0.055 -0.033 0.025 0.00
H 5.017 0.379 -1.552 0.032 0.036 -0.003 0.00
H 4.991 -1.764 -2.843 0.106 -0.067 -0.095 0.00
O -0.257 0.444 2.239 0.415 -0.719 -0.790 0.10
C -0.821 1.422 2.743 -0.608 1.053 0.547 0.00
C -1.456 2.522 2.104 0.120 -0.210 -0.778 0.01
C -2.031 3.518 2.917 -0.243 0.421 0.089 0.00
C -2.657 4.601 2.359 0.481 -0.833 -0.265 0.01
C -2.738 4.743 0.962 -0.017 0.032 0.102 0.00
C -2.194 3.801 0.144 0.225 -0.391 -0.009 0.01
C -1.526 2.644 0.665 -0.539 0.935 1.226 0.01
O -1.044 1.809 -0.158 0.836 -1.448 -0.819 0.17
N -3.243 5.617 3.210 0.072 -0.125 0.022 0.00
O -3.781 6.548 2.659 -0.229 0.397 -0.049 0.00
O -3.150 5.456 4.405 -0.050 0.087 0.442 0.00
H -0.847 1.468 3.845 0.104 -0.181 -0.167 0.01
H -1.989 3.445 3.995 0.030 -0.052 0.021 0.00
H -3.242 5.615 0.570 0.012 -0.020 -0.086 0.00
H -2.247 3.891 -0.929 -0.016 0.028 -0.084 0.00
```
Positions in Å, forces in eV/Å.

The value obtained for the LUMO energy (spin up / spin down) is -0.156 / -0.189 Ha. The multiplicity is 3. Its charge is +1. The molar mass comes out at 599.465 g mol⁻¹.



Density functional theory data (ωB97M-V with the def2-TZVPD basis set) for C4HF3 in the gas phase at a distorted geometry.

Geometry as XYZ:
```
8
Properties=species:S:1:pos:R:3:forces:R:3:nbo_charge:R:1
C 1.672 2.032 0.108 1.224 2.972 0.783 0.18
C 1.221 0.957 -0.311 -1.023 -2.706 -0.875 -0.40
C 0.671 -0.214 -0.066 -1.893 1.830 -0.973 -0.04
C -0.872 -0.393 -0.086 1.774 -1.168 -0.041 0.94
F -1.124 -0.787 1.152 -0.660 -0.583 0.991 -0.31
F -1.502 0.726 -0.280 -0.605 0.516 -0.825 -0.28
F -1.293 -1.379 -0.928 0.258 1.058 0.369 -0.32
H 1.227 -0.942 0.412 0.925 -1.919 0.572 0.23
```
Positions in Å, forces in eV/Å.

The value obtained for the LUMO energy is -0.081 Ha. The multiplicity is 1. Its charge is 0. The molar mass comes out at 106.046 g mol⁻¹.



Density functional theory data (ωB97M-V with the def2-TZVPD basis set) for C38H38AsN4O3S2Zn as an isolated structure at a distorted geometry.

Geometry as XYZ:
```
87
Properties=species:S:1:pos:R:3:forces:R:3:lowdin_charge:R:1
Zn -0.805 -0.146 0.248 -0.171 -0.274 -0.303 0.33
S 1.303 0.478 0.563 0.497 0.563 -0.525 0.75
C 1.622 0.844 -1.120 -0.012 -1.754 1.195 -0.57
N 2.526 1.685 -1.441 1.330 0.293 -2.648 -0.05
C 2.994 1.722 -2.910 0.776 0.130 1.354 -0.02
C 2.967 0.316 -3.451 -0.669 0.604 -0.124 -0.07
N 1.599 -0.241 -3.338 1.001 1.241 0.645 -0.07
C 0.994 -0.783 -4.562 -0.647 1.602 -0.276 -0.08
C 0.812 0.346 -5.574 0.592 0.875 -0.352 -0.21
C -0.036 1.444 -5.366 0.017 -0.597 1.029 -0.04
C -0.037 2.524 -6.228 1.076 -0.835 -0.044 -0.07
C 0.806 2.577 -7.321 -0.186 -2.263 0.144 -0.05
C 1.558 1.440 -7.624 1.007 0.385 -0.290 -0.04
C 1.650 0.391 -6.697 -0.337 0.162 -0.213 -0.04
C 0.983 -0.027 -2.204 -1.120 0.101 -0.703 -0.59
S -0.622 -0.564 -2.047 -0.037 0.020 0.600 0.81
C 3.137 2.709 -0.570 -1.359 0.457 0.603 -0.08
C 2.713 4.031 -1.173 0.474 1.190 -0.015 -0.22
C 3.623 4.907 -1.800 -2.450 0.058 0.422 -0.01
C 3.130 6.112 -2.346 1.145 -1.213 -0.188 -0.05
C 1.779 6.326 -2.341 -0.570 0.857 -0.143 -0.07
C 0.852 5.479 -1.707 1.665 1.200 -0.297 -0.06
C 1.357 4.394 -1.059 0.047 -1.619 0.815 -0.05
H 4.046 2.114 -2.871 -1.022 -0.377 -0.111 0.16
H 2.381 2.408 -3.502 -0.049 -0.072 0.242 0.15
H 3.594 -0.371 -2.933 0.883 -0.336 0.457 0.14
H 3.281 0.398 -4.478 -0.148 -0.346 -0.464 0.14
H 0.034 -1.195 -4.277 0.188 -0.622 -0.270 0.08
H 1.720 -1.417 -5.007 0.251 -1.230 -0.066 0.13
H -0.609 1.478 -4.427 -0.074 -0.007 -0.592 0.11
H -0.630 3.356 -6.065 -1.250 1.413 0.620 0.09
H 0.786 3.408 -7.960 0.057 0.994 -0.833 0.10
H 2.171 1.421 -8.556 -0.477 -0.032 0.996 0.13
H 2.417 -0.362 -6.848 -0.282 -0.227 -0.150 0.12
H 4.222 2.632 -0.495 -0.124 -0.455 -0.095 0.15
H 2.623 2.513 0.394 0.807 0.531 -0.287 0.08
H 4.644 4.681 -1.808 1.482 -0.295 -0.110 0.10
H 3.840 6.792 -2.836 -0.511 -0.168 0.350 0.13
H 1.439 7.265 -2.764 -0.207 -0.150 -0.084 0.12
H -0.130 5.865 -1.644 -1.033 -0.213 0.196 0.10
H 0.755 3.765 -0.373 0.004 0.364 -0.663 0.12
N -4.579 2.995 -0.458 0.121 0.472 0.540 0.19
C -4.365 1.744 0.396 0.721 1.704 -0.074 -0.01
C -2.883 1.391 0.242 -0.602 0.541 0.012 -0.65
O -2.156 2.121 -0.431 -0.114 -0.093 0.083 0.02
O -2.554 0.348 0.876 0.093 -0.364 0.157 -0.10
H -5.163 3.741 0.020 0.777 -1.138 -0.859 0.20
H -4.952 2.770 -1.379 -0.365 0.098 0.045 0.17
H -3.592 3.339 -0.651 -0.687 -0.252 0.304 0.16
H -4.999 0.924 0.143 -0.526 -0.283 -0.353 0.14
H -4.544 2.074 1.413 -0.060 -0.278 0.253 0.14
C 1.413 -0.188 6.139 -0.736 1.099 -0.024 -0.02
C 0.165 -0.656 6.543 -0.083 -0.085 0.313 -0.03
C -0.660 -1.239 5.610 -0.151 -0.079 -0.036 -0.08
C -0.215 -1.308 4.286 -1.214 -0.749 0.642 -0.37
C 0.922 -0.696 3.869 1.208 0.181 -0.504 -0.14
C 1.720 -0.035 4.793 0.257 -1.081 0.452 -0.03
As -0.925 -2.697 3.256 -1.212 0.299 0.040 1.46
C 0.113 -4.252 3.258 -0.104 -1.816 -1.331 -0.33
C -0.166 -5.320 2.344 0.114 0.387 0.106 -0.09
C 0.673 -6.440 2.250 0.036 1.506 0.742 -0.03
C 1.800 -6.499 3.075 0.099 0.261 0.308 -0.02
C 2.007 -5.509 4.039 1.092 0.112 0.271 -0.05
C 1.203 -4.384 4.097 -0.021 0.468 0.940 -0.09
C -2.811 -2.967 3.412 0.676 -0.588 -0.176 -0.35
C -3.714 -1.927 3.375 -0.246 1.682 -0.136 -0.10
C -5.083 -2.231 3.274 -0.216 -0.635 -0.386 -0.05
C -5.552 -3.564 3.340 2.172 0.642 1.353 0.00
C -4.573 -4.549 3.585 -1.041 -0.194 -1.825 -0.04
C -3.242 -4.290 3.395 1.194 -0.158 1.158 -0.09
H 2.050 0.193 6.909 0.536 0.202 0.162 0.12
H -0.163 -0.590 7.583 0.307 -0.120 -0.329 0.13
H -1.599 -1.675 5.915 -0.141 -0.081 -0.014 0.12
H 1.264 -0.890 2.860 0.179 0.363 -0.079 0.05
H 2.675 0.355 4.503 0.224 0.341 -0.149 0.12
H -1.017 -5.234 1.672 0.196 -0.180 0.156 0.09
H 0.467 -7.181 1.514 -0.087 -0.486 -0.335 0.11
H 2.558 -7.276 2.981 -0.425 -0.055 -0.008 0.13
H 2.885 -5.534 4.729 -0.889 -0.232 -0.744 0.14
H 1.384 -3.628 4.862 0.176 -0.110 -0.223 0.12
H -3.328 -0.855 3.397 -0.792 -1.467 -0.112 0.13
H -5.808 -1.460 3.058 0.054 0.268 0.318 0.11
H -6.590 -3.833 3.395 -0.296 0.159 -0.283 0.12
H -4.836 -5.584 3.611 -0.456 -0.472 0.352 0.12
H -2.490 -5.100 3.411 -0.700 0.402 0.043 0.11
O -1.201 -3.022 0.658 -0.233 -0.517 -0.801 0.01
N -1.026 -2.094 1.353 0.606 0.371 0.209 -0.14
```
Positions in Å, forces in eV/Å.

The value obtained for the LUMO energy is -0.320 Ha. The multiplicity is 1. Its charge is +3. The molar mass comes out at 803.193 g mol⁻¹.



Density functional theory data (ωB97M-V with the def2-TZVPD basis set) for C4H8N2O as an isolated structure at a distorted geometry.

Geometry as XYZ:
```
15
Properties=species:S:1:pos:R:3:forces:R:3:nbo_charge:R:1
C -0.647 0.481 -1.813 -0.303 -0.063 -0.171 0.21
C 0.472 -1.610 0.394 -0.748 -0.406 0.979 -0.45
C -0.764 0.336 1.132 -1.032 -1.055 2.174 -0.46
C 0.561 0.755 -1.132 -0.542 0.736 5.869 0.14
N -1.621 0.114 -2.291 -0.455 -0.054 -0.285 -0.27
N 0.406 -0.161 0.542 2.511 1.867 -4.201 -0.42
O 0.597 2.092 -0.549 2.707 -1.890 -0.815 -0.68
H -0.437 -1.925 1.003 0.995 -0.613 -1.170 0.20
H 0.425 -1.931 -0.694 -0.064 0.091 1.418 0.20
H 1.380 -2.047 0.934 -1.013 0.639 -1.008 0.20
H -1.668 -0.162 0.776 -0.263 -0.586 0.494 0.17
H -0.596 0.300 2.256 -0.661 -0.585 -1.024 0.21
H -1.031 1.343 1.031 0.586 1.795 -0.798 0.23
H 1.436 0.321 -1.560 0.674 0.122 -0.226 0.22
H 1.489 2.094 -0.030 -2.392 0.003 -1.236 0.49
```
Positions in Å, forces in eV/Å.

The value obtained for the LUMO energy is 0.015 Ha. The multiplicity is 1. Its charge is 0. The molar mass comes out at 100.121 g mol⁻¹.



What energy relative to the best compared isomer or geometry (same formula, charge and spin) values result from the calculations? In sequence: 0.0 0.0 0.0 102.6 kcal per mole.
What energy values result from the calculations? In sequence: -1821.9646 -452.4367 -6726.1131 -341.8401 a.u..